(1)
C4H12NO2P | ωB97M-V/def2-TZVPD

Each line ends with the natural charge from an NBO analysis.
Element x y z (Å)
C (2.6159, 0.8515, -0.4223)  -0.413
N (1.4751, 0.1075, 0.0194)  -0.483
C (0.8867, 0.4529, 1.2340)  -0.430
C (0.5059, -0.0726, -0.9914)  0.113
O (-0.2766, -1.1995, -0.7003)  -0.730
H (2.3493, 1.8577, -0.8383)  0.165
H (3.4954, 0.9963, 0.0996)  0.217
H (3.0063, 0.3089, -1.3317)  0.196
H (0.5265, 1.4611, 1.2264)  0.174
H (0.1757, -0.2266, 1.8053)  0.225
H (1.7104, 0.6337, 2.0115)  0.199
H (-0.3098, 0.8098, -1.0547)  0.133
H (1.0488, -0.1438, -1.9646)  0.161
H (0.3947, -1.9504, -0.5889)  0.473
C (-3.5427, -0.5604, -1.1069)  -1.021
P (-3.2447, 0.2597, 0.6592)  1.291
O (-3.4081, 1.7314, 0.5625)  -0.979
H (-3.2329, -1.5559, -1.0609)  0.226
H (-4.6743, -0.5117, -1.3643)  0.238
H (-2.9906, 0.0297, -1.8687)  0.244

Forces on atoms 1 to 6 (eV/Å):
C -1.061 0.347 -4.112
N 0.667 -1.308 -0.344
C 1.312 0.858 4.567
C -1.425 1.439 -1.121
O 1.182 -1.837 -0.082
H -0.029 -0.318 0.443

Calculated values
Molar mass: 137.12 Da
Charge: 0
HOMO level: -0.3266 hartree
Spin multiplicity: 1
ΔE to the lowest compared entry with this formula, charge and spin: 76.9 kcal/mol
HOMO-LUMO gap: 8.5220 eV
Maximum force: 4.8 eV/Å

***

(2)
C7H14N | ωB97M-V/def2-TZVPD

Each line ends with the natural charge from an NBO analysis.
Element x y z (Å)
C (1.2327, -0.0849, -1.9361)  -0.429
N (0.6930, -0.3870, -0.6234)  -0.256
C (0.4341, -1.6313, -0.2224)  0.300
C (-0.5869, -1.9497, 1.0426)  -0.421
C (-0.6525, -0.4279, 1.3598)  -0.456
C (-0.2057, 0.5279, 0.2437)  0.177
C (0.7401, 1.6700, 0.7222)  -0.619
C (-1.3806, 0.9848, -0.5313)  -0.648
H (1.0841, 0.9502, -2.0895)  0.246
H (2.2745, -0.1381, -1.6826)  0.241
H (1.0879, -0.8571, -2.6365)  0.249
H (0.8475, -2.5067, -0.6718)  0.216
H (-1.4859, -2.3909, 0.6037)  0.252
H (-0.1932, -2.5742, 1.8304)  0.266
H (-1.5654, -0.0914, 1.8424)  0.254
H (-0.0170, -0.2315, 2.1882)  0.233
H (0.2225, 2.3089, 1.4997)  0.249
H (1.5601, 1.1344, 1.1513)  0.220
H (1.0623, 2.2649, -0.0889)  0.223
H (-2.2424, 0.2703, -0.4986)  0.229
H (-1.2224, 1.3320, -1.5119)  0.231
H (-1.6868, 1.8271, 0.0089)  0.243

Forces on atoms 1 to 6 (eV/Å):
C 2.175 0.189 2.461
N -4.134 -4.765 2.428
C -0.241 0.423 1.090
C 1.866 3.538 -3.371
C -0.559 0.323 1.846
C 1.269 -0.256 -0.271

Calculated values
Molar mass: 112.20 Da
Charge: +1
HOMO level: -0.5721 hartree
Spin multiplicity: 1
ΔE to the lowest compared entry with this formula, charge and spin: 22.9 kcal/mol
HOMO-LUMO gap: 11.0831 eV
Maximum force: 6.8 eV/Å

***

(3)
C7H8N4S | ωB97M-V/def2-TZVPD

Each line ends with the natural charge from an NBO analysis.
Element x y z (Å)
C (1.3365, -2.8298, 0.5795)  0.101
C (1.9756, -1.5958, 0.7780)  -0.191
C (-0.0360, -2.8269, 0.2643)  -0.248
C (1.2916, -0.3656, 0.6210)  -0.083
C (-0.7299, -1.6663, -0.0763)  0.018
C (-0.0224, -0.3433, 0.0617)  0.194
C (-0.2257, 1.9951, -0.6582)  -0.065
N (-2.4919, 2.0730, -1.1975)  0.231
N (-2.7881, 1.0343, -0.8930)  0.267
N (-1.4908, 2.8369, -1.1099)  -0.378
N (-0.6713, 0.6735, -0.3623)  -0.253
S (0.5269, 2.8978, 0.8084)  0.140
H (1.9258, -3.7533, 0.7342)  0.287
H (2.9042, -1.5304, 1.1098)  0.254
H (-0.7128, -3.6110, 0.5128)  0.279
H (1.7039, 0.6806, 0.9483)  0.285
H (-1.6830, -1.7024, -0.5943)  0.268
H (0.4529, 2.1656, -1.4315)  0.272
H (-1.1570, 3.5901, -1.8141)  0.491
H (-0.1084, 2.2779, 1.7191)  0.130

Forces on atoms 1 to 6 (eV/Å):
C -0.169 0.149 0.125
C -4.430 2.911 -1.541
C -1.742 1.455 0.376
C 2.722 0.084 0.830
C 1.843 -0.336 0.354
C -1.159 -1.187 -0.569

Calculated values
Molar mass: 180.24 Da
Charge: +2
HOMO level: -0.6482 hartree
Spin multiplicity: 1
ΔE to the lowest compared entry with this formula, charge and spin: 60.3 kcal/mol
HOMO-LUMO gap: 6.1285 eV
Maximum force: 5.5 eV/Å

***

(4)
C18H41N4O6PYb | ωB97M-V/def2-TZVPD

Each line ends with the Löwdin charge.
Element x y z (Å)
O (-2.9942, -0.3043, -2.4835)  -0.210
H (-3.7468, -0.9332, -2.5233)  0.136
Yb (-1.4834, -0.2289, -0.5779)  1.261
N (0.9661, -1.5691, 0.2766)  -0.039
N (-1.4465, -2.1719, 0.3636)  -0.250
N (0.6642, 1.5356, -0.1513)  0.022
N (-1.7626, 1.9042, -0.9286)  -0.122
O (2.2035, -1.2287, 0.1863)  -0.130
O (1.9878, 1.4493, 0.2598)  -0.061
O (-3.1527, 1.9596, -1.2771)  -0.047
O (-2.7491, -2.1287, 0.3557)  -0.142
C (-0.6926, -3.0951, 0.9596)  -0.269
C (0.6995, -2.7153, 0.9732)  -0.231
C (0.2690, 2.8123, -0.2025)  -0.260
C (-1.1332, 3.0101, -0.5582)  -0.247
C (1.7334, -3.4895, 1.7001)  -0.004
H (2.0018, -3.0216, 2.6646)  0.086
H (2.6456, -3.5688, 1.0869)  0.102
H (1.3771, -4.5041, 1.9183)  0.081
C (-1.3104, -4.3021, 1.4939)  -0.008
H (-2.0236, -4.7020, 0.7543)  0.104
H (-1.8795, -4.0424, 2.4010)  0.108
H (-0.5553, -5.0527, 1.7237)  0.078
C (1.1249, 4.0141, 0.0372)  -0.012
C (-1.8102, 4.3095, -0.5657)  0.003
H (2.1952, 3.8081, -0.0666)  0.093
H (0.9467, 4.4555, 1.0290)  0.093
H (0.8561, 4.7942, -0.6860)  0.092
H (-2.8866, 4.1217, -0.5451)  0.091
H (-1.5709, 4.8385, -1.4946)  0.116
H (-1.4986, 4.9094, 0.2924)  0.100
H (2.1900, 0.4745, 0.2111)  0.045
H (-3.2532, 1.1420, -1.8152)  0.026
C (-1.6776, -0.9472, -3.0408)  -0.035
H (-1.4243, -1.8865, -2.5059)  0.088
H (-0.8611, -0.1943, -2.9796)  0.088
H (-1.8102, -1.1870, -4.1200)  0.119
O (2.4430, -1.0509, -2.6743)  -0.105
H (2.4527, -0.1172, -3.0035)  0.048
H (2.4076, -0.8884, -1.6804)  0.004
C (2.0344, -0.5429, 4.1132)  -0.115
C (0.5342, -0.8683, 4.0992)  -0.553
C (0.0034, -1.2274, 5.4861)  -0.110
P (-0.4207, 0.4338, 3.1697)  1.061
C (-2.2344, 0.0655, 3.2966)  -0.564
C (-2.8773, 0.2825, 4.6632)  -0.117
C (-2.9785, 0.8762, 2.2270)  -0.131
C (-0.1293, 2.0838, 3.9938)  -0.537
C (-0.2125, 2.1347, 5.5175)  -0.115
C (1.1965, 2.6899, 3.5070)  -0.126
H (2.2658, 0.2936, 4.7866)  0.068
H (2.4095, -0.3103, 3.1072)  0.072
H (2.5839, -1.4227, 4.4779)  0.082
H (0.3931, -1.7517, 3.4476)  0.067
H (-0.0455, -0.3582, 6.1531)  0.062
H (-0.9835, -1.7009, 5.4339)  0.069
H (0.6928, -1.9516, 5.9412)  0.084
H (-2.2938, -1.0089, 3.0373)  0.098
H (-2.9727, 1.3497, 4.8974)  0.079
H (-3.8952, -0.1297, 4.6295)  0.086
H (-2.3617, -0.2195, 5.4872)  0.055
H (-2.5994, 0.7061, 1.2110)  -0.012
H (-4.0384, 0.5899, 2.2266)  0.097
H (-2.9113, 1.9558, 2.4291)  0.085
H (-0.9522, 2.6975, 3.5807)  0.099
H (0.6301, 1.6183, 5.9972)  0.072
H (-0.1557, 3.1921, 5.8171)  0.087
H (-1.1545, 1.7418, 5.9148)  0.056
H (1.3736, 2.5068, 2.4406)  0.035
H (1.1699, 3.7780, 3.6635)  0.083
H (2.0542, 2.2963, 4.0685)  0.071

Forces on atoms 1 to 6 (eV/Å):
O 1.867 -1.849 -1.058
H 0.770 0.200 -0.105
Yb 1.362 -0.751 1.014
N 0.738 -0.220 -0.062
N -0.303 -0.861 0.795
N 0.287 3.064 0.359

Calculated values
Molar mass: 613.56 Da
Charge: +1
HOMO level (spin up / spin down): -0.3795 / -0.3787 hartree
Spin multiplicity: 2
HOMO-LUMO gap (spin up / spin down): 6.9101 / 5.8052 eV
Maximum force: 3.7 eV/Å

***

(5)
C18H25NO7 | ωB97M-V/def2-TZVPD

Each line ends with the natural charge from an NBO analysis.
Element x y z (Å)
C (-4.0981, -4.3850, -0.0824)  -0.250
O (-3.6500, -4.3269, 1.2505)  -0.511
C (-2.8338, -3.2867, 1.6193)  0.223
C (-2.4876, -2.2617, 0.7505)  -0.254
C (-1.6766, -1.2128, 1.1644)  -0.163
C (-1.3479, -0.1669, 0.1833)  0.802
O (-1.6864, -0.1780, -0.9772)  -0.608
O (-0.6526, 0.8571, 0.7252)  -0.498
C (-0.1845, 1.8100, -0.2041)  -0.176
C (0.9736, 1.1971, -1.0086)  0.668
O (1.4340, 0.1163, -0.7088)  -0.618
N (1.4185, 1.9159, -2.0613)  -0.434
C (2.5318, 1.4163, -2.8462)  -0.253
C (3.7332, 2.3590, -2.6954)  0.093
C (4.8910, 1.9395, -3.5879)  -0.618
O (3.3628, 3.6789, -3.0553)  -0.533
C (2.2998, 4.1751, -2.2723)  0.096
C (2.0069, 5.5973, -2.7279)  -0.619
C (1.0613, 3.2684, -2.4187)  -0.238
C (-1.1898, -1.1753, 2.4678)  -0.265
C (-1.5161, -2.1927, 3.3439)  0.259
O (-1.0921, -2.2682, 4.6356)  -0.481
C (-0.2418, -1.2551, 5.1138)  -0.251
C (-2.3421, -3.2664, 2.9355)  0.298
O (-2.5743, -4.1713, 3.9198)  -0.492
C (-3.1762, -5.4169, 3.6506)  -0.239
H (-4.6888, -5.2979, -0.1471)  0.198
H (-3.2630, -4.4418, -0.7868)  0.181
H (-4.7292, -3.5271, -0.3337)  0.179
H (-2.8379, -2.2438, -0.2677)  0.242
H (0.1560, 2.6647, 0.3841)  0.211
H (-0.9994, 2.0949, -0.8798)  0.218
H (2.7748, 0.4157, -2.4890)  0.254
H (2.2321, 1.3730, -3.8987)  0.195
H (4.0481, 2.3528, -1.6369)  0.167
H (4.5759, 1.9502, -4.6276)  0.212
H (5.2228, 0.9405, -3.3218)  0.215
H (5.7154, 2.6366, -3.4702)  0.222
H (2.6029, 4.1718, -1.2089)  0.160
H (1.7041, 5.5928, -3.7712)  0.214
H (2.9042, 6.2013, -2.6334)  0.225
H (1.2157, 6.0321, -2.1241)  0.210
H (0.2528, 3.6444, -1.7971)  0.213
H (0.7417, 3.2791, -3.4678)  0.201
H (-0.5545, -0.3586, 2.7615)  0.238
H (-0.0182, -1.5251, 6.1447)  0.200
H (0.6898, -1.2066, 4.5410)  0.178
H (-0.7307, -0.2755, 5.0942)  0.174
H (-3.1191, -5.9645, 4.5914)  0.188
H (-4.2213, -5.3088, 3.3541)  0.185
H (-2.6373, -5.9673, 2.8765)  0.180

Forces on atoms 1 to 6 (eV/Å):
C -0.082 -0.019 -0.190
O 0.234 0.217 0.388
C 0.011 -0.041 0.086
C 0.103 0.203 -0.069
C -0.128 -0.430 0.322
C -0.163 0.130 -0.408

Calculated values
Molar mass: 367.40 Da
Charge: 0
HOMO level: -0.2923 hartree
Spin multiplicity: 1
ΔE to the lowest compared entry with this formula, charge and spin: 0.0 kcal/mol
HOMO-LUMO gap: 8.6798 eV
Maximum force: 0.6 eV/Å

***

(6)
C40H43HoP2Si | ωB97M-V/def2-TZVPD

Each line ends with the Löwdin charge.
Element x y z (Å)
C (0.4135, -1.4727, -2.9688)  -0.145
C (-0.6749, -1.8281, -2.1490)  -0.349
C (-1.9555, -1.9022, -2.7341)  -0.070
C (-2.1258, -1.6358, -4.0953)  -0.055
C (-1.0148, -1.3817, -4.9170)  -0.047
C (0.2679, -1.3977, -4.3496)  -0.087
P (-0.4246, -2.0377, -0.3372)  1.036
C (-1.6560, -3.2580, 0.2364)  -0.361
C (-2.7433, -2.7715, 1.0034)  -0.096
C (-3.7396, -3.6599, 1.3985)  -0.060
C (-3.6855, -5.0043, 1.0202)  -0.044
C (-2.6075, -5.4901, 0.2799)  -0.050
C (-1.5809, -4.6226, -0.1018)  -0.067
Ho (1.3452, -0.2874, 0.7662)  1.313
P (0.1137, 1.8259, -0.5528)  0.998
C (-1.2544, 1.7922, -1.7160)  -0.371
C (-1.1417, 2.1320, -3.0715)  -0.095
C (-2.2637, 2.1131, -3.8964)  -0.053
C (-3.5147, 1.8075, -3.3482)  -0.052
C (-3.6402, 1.4782, -1.9926)  -0.063
C (-2.5167, 1.4523, -1.1790)  -0.124
C (-0.1684, 3.2099, 0.6087)  -0.357
C (0.9040, 3.5768, 1.4523)  -0.113
C (0.7374, 4.5752, 2.4097)  -0.067
C (-0.4667, 5.2907, 2.4734)  -0.047
C (-1.5509, 4.9046, 1.6838)  -0.050
C (-1.4022, 3.8783, 0.7513)  -0.065
C (1.7203, 2.2137, -1.3899)  -0.387
C (2.7502, 1.2398, -1.3661)  -0.183
C (4.0121, 1.5657, -1.8548)  -0.064
C (4.2319, 2.7895, -2.4863)  -0.036
C (3.1972, 3.7284, -2.5856)  -0.031
C (1.9434, 3.4433, -2.0290)  -0.077
C (1.2552, -2.7754, -0.0778)  -0.427
C (1.9853, -3.3297, -1.1449)  -0.071
C (3.3404, -3.6044, -1.0132)  -0.021
C (3.9884, -3.3310, 0.1949)  -0.034
C (3.2967, -2.7913, 1.2859)  -0.062
C (1.8933, -2.6484, 1.2055)  -0.226
H (1.8962, 3.1267, 1.3333)  0.102
H (1.5320, 4.7677, 3.1324)  0.119
H (-0.5875, 6.1160, 3.1733)  0.119
H (-2.5169, 5.3932, 1.8235)  0.121
H (-2.2291, 3.6408, 0.0874)  0.099
H (-0.1756, 2.3781, -3.4997)  0.033
H (-2.1527, 2.2950, -4.9704)  0.123
H (-4.3938, 1.8009, -3.9876)  0.117
H (-4.6065, 1.2010, -1.5669)  0.119
H (-2.6182, 1.1583, -0.1322)  0.111
H (2.6163, 0.1700, -1.0434)  0.036
H (4.8049, 0.8236, -1.7627)  0.120
H (5.1953, 2.9895, -2.9552)  0.125
H (3.3699, 4.6845, -3.0846)  0.127
H (1.1305, 4.1724, -2.0866)  0.130
H (1.4832, -3.5364, -2.0867)  0.118
H (3.9029, -4.0401, -1.8494)  0.135
H (5.0534, -3.5727, 0.2847)  0.131
H (3.8391, -2.5071, 2.2044)  0.132
H (1.3252, -2.4814, 2.1352)  0.108
H (-2.8264, -1.7109, 1.2766)  0.104
H (-4.5681, -3.2883, 1.9962)  0.117
H (-4.5004, -5.6668, 1.2929)  0.119
H (-2.5693, -6.5377, -0.0121)  0.119
H (-0.7337, -4.9845, -0.6902)  0.113
H (-2.8211, -2.1168, -2.1012)  0.115
H (-3.1371, -1.6047, -4.5072)  0.121
H (-1.1497, -1.1648, -5.9822)  0.122
H (1.1591, -1.3137, -4.9816)  0.119
H (1.3921, -1.2464, -2.5352)  0.084
H (1.0586, 1.1985, -4.1757)  0.059
H (1.5378, 1.7691, -4.4088)  0.098
C (1.3031, -1.3540, 5.0510)  -0.194
Si (0.2122, -0.0355, 4.3438)  0.373
C (-1.4312, -0.0533, 5.3327)  -0.174
C (1.1287, 1.5284, 4.8740)  -0.185
C (-0.0840, -0.1448, 2.5241)  -0.454
H (1.3295, -1.0667, 6.1103)  0.047
H (2.3256, -1.3484, 4.6608)  0.026
H (0.9426, -2.3836, 4.9856)  0.037
H (-1.1182, 0.2004, 6.3645)  0.037
H (-2.1765, 0.6888, 4.9871)  0.036
H (-1.9212, -1.0447, 5.3476)  0.034
H (2.1400, 1.6021, 4.4569)  0.028
H (0.5892, 2.4483, 4.6249)  0.022
H (1.1990, 1.4789, 5.9697)  0.042
H (-0.8108, -0.9790, 2.4605)  -0.015
H (-0.6064, 0.7629, 2.1732)  -0.017

Forces on atoms 1 to 6 (eV/Å):
C -0.172 -0.205 0.162
C 0.205 0.172 -0.383
C 0.302 -0.009 0.371
C 0.280 0.309 -0.026
C -0.076 -0.375 0.415
C -0.227 0.453 -0.315

Calculated values
Molar mass: 778.75 Da
Charge: +2
HOMO level (spin up / spin down): -0.5068 / -0.5070 hartree
Spin multiplicity: 5
HOMO-LUMO gap (spin up / spin down): 7.3527 / 7.4475 eV
Maximum force: 1.9 eV/Å